Run a
ORCA calculation (ωB97M-V/def2-TZVPD) on 2 unconnected molecules or ions with the total composition C5H8O4.

Values from the calculation:
Gap between HOMO and LUMO ... 7.84 eV
Charge ... -2

Last column: Mulliken charge in e.
Element x y z (Å)
C: 1.44 -1.43 -3.29  -0.71
C: -0.11 -1.35 -3.26  0.52
O: -0.54 -0.38 -2.60  -0.70
O: -0.76 -2.21 -3.89  -0.74
H: 1.85 -2.41 -3.56  0.26
H: 1.77 -1.21 -2.28  0.18
H: 1.86 -0.65 -3.93  0.18
C: -0.89 1.06 1.78  -0.12
C: 0.61 1.07 2.11  -0.99
C: -1.76 0.69 3.01  0.41
O: -2.04 1.64 3.79  -0.77
O: -2.13 -0.50 3.12  -0.73
H: -1.25 2.03 1.43  0.23
H: -1.05 0.38 0.96  0.18
H: 0.99 2.05 2.40  0.25
H: 1.19 0.78 1.24  0.25
H: 0.83 0.42 2.97  0.30

***

Run b
ORCA calculation (ωB97M-V/def2-TZVPD) on 2 unconnected molecules or ions with the total composition C5H8O4.

Values from the calculation:
Gap between HOMO and LUMO ... 7.75 eV
Charge ... -2

Last column: Mulliken charge in e.
Element x y z (Å)
C: 0.92 -1.91 -0.26  -0.78
C: 1.43 -3.16 -1.10  0.41
O: 1.39 -4.24 -0.48  -0.71
O: 1.86 -2.93 -2.29  -0.75
H: 1.27 -1.95 0.75  0.27
H: -0.13 -1.86 -0.47  0.23
H: 1.34 -1.00 -0.66  0.29
C: -0.65 2.18 0.11  -0.22
C: 0.09 1.27 1.09  -0.77
C: -2.16 1.87 0.01  0.45
O: -2.89 1.53 0.95  -0.74
O: -2.56 1.84 -1.21  -0.77
H: -0.63 3.28 0.34  0.21
H: -0.15 2.05 -0.85  0.21
H: 1.14 1.52 1.19  0.35
H: 0.07 0.18 0.78  0.01
H: -0.34 1.35 2.10  0.31

***

Run c
ORCA calculation (ωB97M-V/def2-TZVPD) on 2 unconnected molecules or ions with the total composition C5H8O4.

Values from the calculation:
Gap between HOMO and LUMO ... 8.04 eV
Charge ... -2

Last column: Mulliken charge in e.
Element x y z (Å)
C: -0.06 3.36 0.28  -0.64
C: -0.21 3.23 -1.28  0.54
O: -1.34 3.53 -1.75  -0.74
O: 0.83 2.92 -1.88  -0.72
H: 0.07 2.37 0.71  0.12
H: -0.98 3.80 0.64  0.23
H: 0.86 3.93 0.34  0.21
C: 0.63 -2.14 0.62  -0.25
C: -0.86 -1.80 0.74  -1.19
C: 0.82 -3.08 -0.60  0.43
O: 0.98 -2.54 -1.71  -0.70
O: 0.73 -4.32 -0.34  -0.76
H: 1.21 -1.23 0.53  0.26
H: 0.98 -2.66 1.52  0.27
H: -1.12 -1.26 1.66  0.29
H: -1.36 -2.78 0.71  0.36
H: -1.17 -1.32 -0.19  0.29

***

Short version: run b is the least stable of them.

***

Run a
ORCA calculation (ωB97M-V/def2-TZVPD) on C22H32N4O4 in the gas phase.

Values from the calculation:
Gap between HOMO and LUMO ... 8.03 eV
SMILES ... Cc1cc(/C=C(\C#N)C(=O)OCC(=O)NC(=O)NC(C)(C)C)c(C)n1CCC(C)C

Last column: Mulliken charge in e.
Element x y z (Å)
C: 4.61 -2.52 -1.67  -1.55
C: 3.68 -1.42 -1.32  0.96
C: 2.46 -1.11 -1.86  -1.38
C: 1.92 -0.01 -1.13  1.08
C: 0.65 0.55 -1.41  -0.38
C: -0.21 1.20 -0.57  0.38
C: -0.05 1.28 0.82  -0.13
N: 0.03 1.31 1.97  -0.61
C: -1.45 1.75 -1.13  0.66
O: -1.76 1.73 -2.30  -0.64
O: -2.23 2.29 -0.16  -0.41
C: -3.45 2.87 -0.57  -0.60
C: -4.65 1.93 -0.40  0.78
O: -5.74 2.24 -0.85  -0.75
N: -4.38 0.79 0.27  -0.05
C: -5.24 -0.31 0.56  0.42
O: -4.76 -1.25 1.16  -0.66
N: -6.49 -0.16 0.13  -0.24
C: -7.55 -1.15 0.29  1.39
C: -7.79 -1.41 1.78  -1.66
C: -7.15 -2.45 -0.42  -1.66
C: -8.81 -0.56 -0.36  -1.80
C: 2.89 0.34 -0.18  0.66
C: 2.92 1.51 0.73  -1.93
N: 3.93 -0.52 -0.31  0.35
C: 5.15 -0.47 0.45  -1.36
C: 6.21 0.39 -0.25  -0.23
C: 7.52 0.54 0.52  0.61
C: 8.20 -0.80 0.78  -1.54
C: 7.33 1.30 1.83  -1.53
H: 4.75 -3.20 -0.83  0.31
H: 4.20 -3.08 -2.50  0.37
H: 5.59 -2.14 -1.96  0.29
H: 1.97 -1.63 -2.66  0.46
H: 0.29 0.41 -2.42  0.49
H: -3.62 3.76 0.04  0.37
H: -3.40 3.16 -1.63  0.37
H: -3.44 0.67 0.63  0.13
H: -6.71 0.70 -0.36  0.51
H: -8.07 -0.48 2.28  0.38
H: -8.59 -2.13 1.91  0.42
H: -6.88 -1.79 2.23  0.39
H: -6.24 -2.84 0.03  0.39
H: -6.97 -2.26 -1.47  0.38
H: -7.94 -3.19 -0.32  0.42
H: -8.63 -0.36 -1.41  0.42
H: -9.64 -1.25 -0.27  0.44
H: -9.08 0.37 0.13  0.42
H: 2.26 2.29 0.36  0.53
H: 3.93 1.92 0.81  0.30
H: 2.58 1.24 1.73  0.34
H: 4.93 -0.06 1.44  0.24
H: 5.52 -1.49 0.58  0.26
H: 5.80 1.38 -0.44  0.30
H: 6.43 -0.06 -1.23  0.32
H: 8.19 1.14 -0.11  0.33
H: 9.20 -0.65 1.18  0.45
H: 7.64 -1.40 1.49  0.32
H: 8.29 -1.37 -0.15  0.35
H: 6.75 0.71 2.54  0.31
H: 8.30 1.51 2.29  0.45
H: 6.82 2.24 1.66  0.35

***

Run b
ORCA calculation (ωB97M-V/def2-TZVPD) on C22H32N4O4 in the gas phase.

Values from the calculation:
Gap between HOMO and LUMO ... 9.24 eV
SMILES ... CCOC(=O)N1CCC(NC(=O)C[C@H]2C(=O)NCCN2Cc2ccc(C)cc2)CC1

Last column: Mulliken charge in e.
Element x y z (Å)
C: 3.33 -1.54 6.58  -1.24
C: 2.02 -0.89 6.17  -0.22
O: 1.73 -1.28 4.83  -0.36
C: 0.61 -0.73 4.30  0.75
O: -0.11 0.02 4.91  -0.67
N: 0.42 -1.09 3.01  0.22
C: 1.22 -2.05 2.29  -0.59
C: 0.40 -3.32 2.01  -0.84
C: -0.91 -2.98 1.29  -0.50
N: -0.64 -2.54 -0.07  0.31
C: -1.33 -2.97 -1.13  0.55
O: -2.16 -3.86 -1.10  -0.72
C: -0.97 -2.25 -2.43  -1.04
C: -1.00 -0.71 -2.29  -0.07
C: 0.40 -0.21 -1.98  0.28
O: 0.91 -0.34 -0.87  -0.76
N: 1.11 0.32 -2.99  0.04
C: 0.63 0.62 -4.32  -0.64
C: -0.70 -0.11 -4.59  -0.71
N: -1.60 -0.10 -3.46  0.25
C: -2.32 1.14 -3.21  -1.68
C: -1.51 2.30 -2.68  1.10
C: -1.15 2.36 -1.34  -0.15
C: -0.35 3.39 -0.87  -0.90
C: 0.11 4.39 -1.72  0.89
C: 0.97 5.50 -1.20  -1.49
C: -0.28 4.34 -3.06  -0.57
C: -1.08 3.31 -3.53  -0.74
C: -1.67 -1.90 2.06  -0.93
C: -0.78 -0.68 2.32  -0.79
H: 3.25 -2.62 6.52  0.31
H: 3.57 -1.26 7.60  0.40
H: 4.13 -1.21 5.92  0.31
H: 1.20 -1.22 6.82  0.30
H: 2.08 0.20 6.22  0.31
H: 1.54 -1.59 1.35  0.06
H: 2.10 -2.30 2.88  0.44
H: 0.15 -3.80 2.96  0.43
H: 0.98 -4.01 1.41  0.43
H: -1.54 -3.87 1.20  0.38
H: 0.01 -1.77 -0.18  -0.03
H: -1.71 -2.54 -3.18  0.43
H: 0.01 -2.60 -2.76  0.32
H: -1.64 -0.47 -1.43  0.25
H: 2.03 0.66 -2.74  0.33
H: 0.50 1.70 -4.42  0.19
H: 1.38 0.30 -5.05  0.46
H: -0.49 -1.16 -4.82  0.28
H: -1.19 0.34 -5.45  0.49
H: -2.79 1.43 -4.16  0.49
H: -3.12 0.90 -2.50  0.39
H: -1.51 1.62 -0.64  0.39
H: -0.07 3.41 0.17  0.46
H: 1.48 6.00 -2.02  0.36
H: 0.35 6.23 -0.68  0.30
H: 1.70 5.12 -0.49  0.37
H: 0.04 5.12 -3.73  0.36
H: -1.37 3.30 -4.57  0.41
H: -2.00 -2.31 3.02  0.46
H: -2.56 -1.60 1.50  0.45
H: -0.49 -0.20 1.38  0.23
H: -1.30 0.05 2.95  0.44

***

Short version: run a is the least stable of them.

***

Run a
ORCA calculation (ωB97M-V/def2-TZVPD) on 5 unconnected molecules or ions with the total composition C10H20Cl10.

Values from the calculation:
Gap between HOMO and LUMO ... 10.81 eV
SMILES ... ClCCCl.ClCCCl.ClCCCl.ClCCCl.ClCCCl

Last column: Mulliken charge in e.
Element x y z (Å)
Cl: 1.85 27.66 -3.82  -0.17
C: 3.09 26.65 -2.92  -0.41
C: 2.55 25.48 -2.09  -0.44
Cl: 1.66 24.21 -3.05  -0.21
H: 3.54 27.35 -2.22  0.29
H: 3.91 26.35 -3.57  0.34
H: 1.82 26.01 -1.48  0.26
H: 3.25 24.85 -1.54  0.33
Cl: -7.00 23.34 5.34  -0.17
C: -8.00 22.61 4.03  -0.41
C: -7.88 23.41 2.75  -0.43
Cl: -8.55 25.08 2.99  -0.19
H: -8.99 22.34 4.40  0.34
H: -7.60 21.65 3.70  0.26
H: -8.42 22.96 1.92  0.31
H: -6.85 23.42 2.40  0.29
Cl: 5.95 26.81 5.43  -0.18
C: 5.45 25.27 6.21  -0.44
C: 6.64 24.73 7.00  -0.42
Cl: 8.00 24.27 5.98  -0.17
H: 4.86 24.64 5.56  0.36
H: 4.71 25.60 6.94  0.25
H: 6.37 23.79 7.49  0.29
H: 6.92 25.45 7.76  0.31
Cl: 0.92 24.08 2.66  -0.18
C: -0.47 23.22 1.96  -0.43
C: -1.61 24.18 1.88  -0.41
Cl: -2.30 24.45 3.52  -0.18
H: -0.78 22.39 2.60  0.34
H: -0.28 22.87 0.95  0.26
H: -2.38 23.65 1.31  0.26
H: -1.26 25.07 1.36  0.35
Cl: -3.89 19.69 0.99  -0.18
C: -3.04 19.12 -0.53  -0.48
C: -3.11 19.92 -1.82  -0.44
Cl: -4.85 20.31 -2.22  -0.18
H: -3.56 18.23 -0.90  0.31
H: -2.04 18.78 -0.25  0.35
H: -2.63 19.44 -2.68  0.32
H: -2.60 20.86 -2.01  0.30

***

Run b
ORCA calculation (ωB97M-V/def2-TZVPD) on 5 unconnected molecules or ions with the total composition C10H20Cl10.

Values from the calculation:
Gap between HOMO and LUMO ... 10.74 eV
SMILES ... ClCCCl.ClCCCl.ClCCCl.ClCCCl.ClCCCl

Last column: Mulliken charge in e.
Element x y z (Å)
Cl: -4.13 -0.74 -2.63  -0.17
C: -5.74 -0.64 -1.92  -0.43
C: -5.82 0.09 -0.54  -0.42
Cl: -5.06 1.66 -0.52  -0.17
H: -6.08 -1.67 -1.88  0.30
H: -6.34 0.02 -2.55  0.31
H: -5.29 -0.48 0.23  0.25
H: -6.84 0.15 -0.18  0.33
Cl: 0.78 2.15 1.80  -0.17
C: -0.06 0.84 0.94  -0.38
C: -0.74 -0.13 1.85  -0.39
Cl: -1.76 0.70 3.10  -0.19
H: 0.63 0.35 0.26  0.27
H: -0.79 1.16 0.20  0.27
H: 0.05 -0.66 2.39  0.31
H: -1.36 -0.78 1.24  0.28
Cl: -4.82 -8.16 1.00  -0.18
C: -4.64 -6.67 0.03  -0.41
C: -3.88 -5.55 0.77  -0.36
Cl: -2.12 -5.93 1.00  -0.19
H: -5.66 -6.38 -0.26  0.29
H: -4.15 -6.98 -0.89  0.31
H: -4.27 -5.38 1.77  0.31
H: -3.91 -4.57 0.28  0.23
Cl: 2.67 -1.81 -3.46  -0.19
C: 3.58 -0.32 -4.00  -0.48
C: 3.58 0.89 -3.10  -0.38
Cl: 4.48 0.68 -1.52  -0.20
H: 3.16 -0.03 -4.97  0.31
H: 4.60 -0.63 -4.22  0.33
H: 2.52 1.09 -2.94  0.29
H: 4.08 1.72 -3.60  0.31
Cl: 5.70 5.19 4.51  -0.19
C: 6.20 5.10 2.79  -0.35
C: 7.20 6.25 2.61  -0.49
Cl: 6.46 7.83 2.45  -0.18
H: 5.32 5.07 2.15  0.33
H: 6.78 4.19 2.64  0.25
H: 7.82 6.14 1.72  0.30
H: 7.84 6.24 3.50  0.32

***

Short version: run a is the least stable of them.